1.
{
  "formula": "C17H33FIO9PS",
  "method": "ωB97M-V/def2-TZVPD",
  "orbital_gap_ev": 5.8,
  "e_lumo_ev": -0.50,
  "elements": ["C", "P", "C", "C", "C", "C", "F", "O", "S", "O", "O", "O", "C", "I", "C", "C", "C", "O", "H", "H", "H", "H", "H", "H", "H", "H", "H", "H", "H", "H", "H", "H", "H", "H", "H", "O", "C", "O", "C", "C", "C", "H", "H", "H", "H", "H", "H", "H", "H", "O", "C", "O", "C", "C", "C", "H", "H", "H", "H", "H", "H", "H", "H"],
  "xyz": [[5.33889, 1.12632, 2.98447], [3.82057, 0.02772, 2.62024], [3.36775, -1.12806, 4.07077], [2.32673, 1.01324, 1.95485], [2.52726, 2.55163, 2.48493], [1.15079, 3.48389, 2.36149], [0.56377, 3.49194, 1.00024], [1.08770, 0.55958, 2.60718], [-0.02223, 0.02335, 1.41595], [-1.26676, 0.97088, 1.20725], [-0.40060, -1.48889, 1.41236], [1.01116, 0.23610, 0.03559], [2.37919, 0.67976, 0.34640], [3.76648, -1.06849, 0.34035], [2.67575, 1.88115, -0.72954], [3.49523, 1.39271, -2.08152], [2.67962, 0.28735, -2.97914], [3.53890, -0.07219, -4.15270], [5.40959, 1.54216, 4.07603], [6.31207, 0.52656, 2.64472], [5.29529, 2.07396, 2.26476], [3.58982, -0.69800, 5.13612], [2.20974, -1.39719, 3.97472], [3.93419, -2.16700, 3.94984], [3.39500, 3.13336, 1.95158], [2.76682, 2.50340, 3.65287], [0.39279, 3.07581, 3.15566], [1.44585, 4.60894, 2.62045], [3.24512, 2.79613, -0.23707], [1.63371, 2.31872, -1.09329], [3.61195, 2.37376, -2.75105], [4.58155, 1.04612, -1.75336], [2.41711, -0.70908, -2.42219], [1.68932, 0.74132, -3.46377], [4.39357, -0.46701, -3.80454], [0.68018, 0.50543, -5.61832], [-0.41260, -0.04442, -5.49816], [-1.54452, 0.58461, -5.89680], [-2.84068, -0.03429, -5.97592], [-3.53797, -0.00489, -4.63009], [-0.52837, -1.38642, -4.83689], [-2.77019, -1.04349, -6.39369], [-3.42135, 0.55551, -6.69221], [-2.98303, -0.56948, -3.87639], [-4.54379, -0.42735, -4.70701], [-3.61407, 1.02333, -4.26151], [-0.54394, -1.24872, -3.74980], [0.34478, -1.98463, -5.11158], [-1.39989, -1.96050, -5.14529], [-7.05366, -3.77998, 2.81282], [-6.13331, -2.97891, 2.96176], [-5.77085, -2.15456, 1.94939], [-4.84424, -1.06147, 2.07539], [-3.41459, -1.54347, 1.92682], [-5.33963, -2.94922, 4.23488], [-5.01005, -0.51018, 3.00629], [-5.07359, -0.36675, 1.26122], [-3.14562, -2.25489, 2.71188], [-2.71708, -0.70220, 1.96919], [-3.28374, -2.06293, 0.97187], [-4.57381, -3.73217, 4.19663], [-6.01671, -3.14832, 5.07013], [-4.87134, -1.98959, 4.44477]],
  "lowdin_charge": [-0.29, 0.61, -0.27, -0.56, -0.14, -0.11, -0.12, -0.25, 0.91, -0.32, -0.31, -0.29, -0.67, 0.91, -0.15, -0.21, -0.25, -0.15, 0.06, 0.07, 0.06, 0.05, 0.07, 0.07, 0.11, 0.14, 0.13, 0.14, 0.12, 0.14, 0.13, 0.09, 0.09, 0.13, 0.09, 0.07, -0.50, -0.01, -0.23, -0.07, 0.01, 0.11, 0.12, 0.07, 0.08, 0.09, 0.10, 0.10, 0.07, 0.07, -0.50, -0.01, -0.22, -0.08, 0.00, 0.11, 0.12, 0.07, 0.04, 0.09, 0.10, 0.09, 0.07]
}

***

2.
{
  "formula": "C16H46O10",
  "method": "ωB97M-V/def2-TZVPD",
  "smiles": "CC(C)=O.CC(C)=O.CC(C)=O.CO.CO.CO.CO.CO.CO.CO",
  "orbital_gap_ev": 9.5,
  "e_lumo_ev": 0.18,
  "e_above_lowest_kcal_mol": 8.6,
  "elements": ["C", "C", "O", "C", "H", "H", "H", "H", "H", "H", "C", "C", "O", "C", "H", "H", "H", "H", "H", "H", "C", "C", "O", "C", "H", "H", "H", "H", "H", "H", "C", "O", "H", "H", "H", "H", "C", "O", "H", "H", "H", "H", "C", "O", "H", "H", "H", "H", "C", "O", "H", "H", "H", "H", "C", "O", "H", "H", "H", "H", "C", "O", "H", "H", "H", "H", "C", "O", "H", "H", "H", "H"],
  "xyz": [[1.13826, -1.84845, -5.15426], [-0.26972, -1.63230, -4.67863], [-1.21807, -2.00553, -5.31855], [-0.44865, -0.94311, -3.34971], [1.86179, -2.01057, -4.36176], [1.36272, -0.95047, -5.73987], [1.16490, -2.68179, -5.85563], [-1.51062, -0.82541, -3.13382], [-0.02031, 0.05993, -3.38810], [-0.01758, -1.53654, -2.54392], [-2.60287, 3.45246, 2.01474], [-1.94241, 3.08369, 3.32581], [-2.52279, 2.49518, 4.19244], [-0.49667, 3.49453, 3.53182], [-3.67684, 3.28808, 2.09740], [-2.23780, 2.83480, 1.19342], [-2.43248, 4.50979, 1.80853], [-0.08322, 4.02122, 2.67303], [0.09743, 2.60342, 3.72217], [-0.46250, 4.14581, 4.40535], [1.21962, -5.13663, 2.30119], [0.70564, -3.78925, 2.73665], [-0.12721, -3.67538, 3.60760], [1.39198, -2.58739, 2.13688], [0.84504, -5.89864, 2.98122], [2.30395, -5.21945, 2.27107], [0.83371, -5.29342, 1.28812], [2.47376, -2.70437, 2.17127], [1.09630, -1.65692, 2.61493], [1.12121, -2.52876, 1.07672], [-3.67422, -2.44321, -1.33610], [-3.12224, -3.54157, -0.65395], [-4.76369, -2.49918, -1.34081], [-3.41767, -1.46663, -0.91127], [-3.39809, -2.42181, -2.39918], [-2.16479, -3.49007, -0.66835], [-2.62775, -1.95934, 2.16101], [-3.36663, -0.79577, 1.81909], [-1.68245, -1.93186, 1.61648], [-2.42137, -2.02971, 3.23086], [-3.11298, -2.88560, 1.84644], [-4.20323, -0.78854, 2.28949], [2.85160, 2.40535, 2.08369], [1.87344, 1.36124, 2.10636], [3.00419, 2.72794, 1.06048], [2.53363, 3.19249, 2.77719], [3.81477, 2.09620, 2.51153], [1.78524, 1.03489, 3.00860], [1.97682, 2.25759, -3.00307], [2.21638, 1.47986, -4.17658], [2.60108, 1.83975, -2.21402], [2.29704, 3.28899, -3.18230], [0.91893, 2.19864, -2.73995], [1.53616, 1.65053, -4.83127], [-0.35881, 0.24197, 0.03662], [-1.71799, 0.68950, 0.00701], [-0.27071, -0.73673, -0.44460], [0.24140, 0.97649, -0.49512], [-0.04402, 0.15381, 1.07656], [-2.21231, 0.23091, 0.70232], [4.56102, -0.18041, 0.13080], [3.19585, -0.43364, 0.35411], [5.14437, 0.14673, 0.99691], [5.04388, -1.09347, -0.22499], [4.67842, 0.56775, -0.66257], [2.82115, 0.07942, 1.09325], [-1.22249, 3.50885, -1.71936], [-1.75429, 2.30403, -2.23769], [-0.45382, 3.27599, -0.97654], [-0.76018, 4.04849, -2.54582], [-1.98551, 4.16626, -1.29484], [-1.90667, 1.70936, -1.47650]],
  "lowdin_charge": [-0.02, -0.51, 0.07, -0.02, 0.08, 0.09, 0.08, 0.08, 0.07, 0.08, -0.01, -0.50, 0.08, -0.02, 0.09, 0.06, 0.08, 0.07, 0.06, 0.09, -0.02, -0.50, 0.07, -0.03, 0.08, 0.08, 0.09, 0.08, 0.07, 0.08, -0.16, -0.11, 0.08, 0.06, 0.08, 0.07, -0.14, -0.12, 0.06, 0.08, 0.08, 0.10, -0.12, -0.16, 0.09, 0.08, 0.08, 0.09, -0.14, -0.13, 0.07, 0.08, 0.05, 0.07, -0.11, -0.15, 0.06, 0.07, 0.07, 0.04, -0.17, -0.14, 0.08, 0.08, 0.07, 0.03, -0.18, -0.14, 0.07, 0.07, 0.07, 0.03]
}

***

3.
{
  "formula": "C4H12N2S2",
  "method": "ωB97M-V/def2-TZVPD",
  "total_charge": 1,
  "multiplicity": 2,
  "orbital_gap_ev": [8.9, 3.8],
  "e_lumo_ev": [-3.19, -8.10],
  "s_squared": 0.76,
  "e_above_lowest_kcal_mol": 39.4,
  "elements": ["S", "S", "C", "C", "C", "N", "C", "N", "H", "H", "H", "H", "H", "H", "H", "H", "H", "H", "H", "H"],
  "xyz": [[2.68699, 2.88004, 1.27060], [2.67184, 0.84500, 0.62513], [1.19350, 0.43221, -0.28608], [0.04417, 0.34800, 0.69357], [-1.11207, -0.24569, -0.18536], [-0.62669, -1.49372, -0.64353], [-1.59123, -2.26825, -1.36604], [-0.46832, 1.46348, 1.37509], [3.91550, 3.16947, 0.64694], [1.11710, 1.30660, -1.02143], [1.49679, -0.43132, -0.92727], [0.29818, -0.39268, 1.48338], [-2.06940, -0.46761, 0.44122], [-1.45670, 0.49310, -0.89330], [-0.19361, -2.08644, 0.08578], [-2.07631, -1.61772, -2.05466], [-0.90676, -3.10462, -1.82109], [-2.35664, -2.67107, -0.71828], [-0.15883, 2.43576, 0.96284], [-0.40750, 1.40545, 2.33249]],
  "lowdin_charge": [0.33, 0.49, -0.56, -0.52, -0.14, 0.05, -0.02, 0.06, -0.14, 0.11, 0.09, 0.15, 0.20, 0.15, 0.19, 0.10, 0.16, 0.12, 0.13, 0.06]
}

***

4.
{
  "formula": "C22H50AsBrCl2CrN3OS4Si",
  "method": "ωB97M-V/def2-TZVPD",
  "multiplicity": 2,
  "orbital_gap_ev": [5.1, 6.3],
  "e_lumo_ev": [-1.21, -0.08],
  "s_squared": 0.83,
  "e_above_lowest_kcal_mol": 0.0,
  "elements": ["Cr", "S", "As", "S", "S", "S", "Cl", "C", "Cl", "H", "H", "C", "C", "C", "C", "Si", "Br", "C", "C", "C", "C", "C", "C", "C", "C", "H", "H", "H", "H", "H", "H", "H", "H", "H", "H", "H", "H", "H", "H", "H", "H", "H", "H", "H", "H", "H", "H", "H", "H", "H", "H", "H", "C", "C", "N", "C", "C", "C", "C", "N", "H", "H", "H", "H", "H", "H", "H", "H", "H", "H", "H", "H", "H", "H", "C", "N", "C", "C", "O", "H", "H", "H", "H", "H", "H", "H"],
  "xyz": [[0.44836, 1.67620, 1.74529], [-2.34399, 4.90979, 2.86791], [-0.57141, 4.61876, 1.77841], [0.94217, 3.57098, 3.01856], [-0.78599, 2.97367, 0.29900], [0.24046, 6.30083, 0.83614], [2.73844, 0.41915, 6.08322], [2.64413, 1.29429, 4.55752], [1.73598, 0.35070, 3.35245], [3.64540, 1.45185, 4.17589], [2.11299, 2.23036, 4.69726], [-1.42222, 0.54854, -3.10876], [-2.38946, -0.33743, -2.30735], [-3.21224, 0.58120, -1.39753], [-3.34687, -1.03533, -3.28728], [-1.41026, -1.64717, -1.30439], [-0.20188, -0.53013, 0.45606], [-2.50030, -2.89263, -0.30411], [-3.77425, -2.20367, 0.20725], [-1.77890, -3.46457, 0.92595], [-2.90855, -4.05341, -1.22620], [0.08578, -2.45227, -2.23543], [-0.40121, -3.08334, -3.54893], [1.18480, -1.42655, -2.56153], [0.73116, -3.54568, -1.36981], [-1.98403, 1.36853, -3.56274], [-0.93577, -0.00474, -3.91369], [-0.66027, 0.99193, -2.46273], [-3.70317, 1.34284, -2.00983], [-2.58181, 1.10345, -0.68514], [-3.98854, 0.05019, -0.85045], [-3.85334, -0.27483, -3.88724], [-4.11568, -1.60955, -2.76694], [-2.82375, -1.70661, -3.97247], [-3.53716, -1.31452, 0.79494], [-4.31943, -2.89548, 0.85591], [-4.44014, -1.92103, -0.60852], [-1.61503, -2.68933, 1.67394], [-0.81560, -3.90934, 0.68236], [-2.40771, -4.23956, 1.37401], [-3.38340, -3.69654, -2.14372], [-3.62509, -4.69413, -0.70532], [-2.05109, -4.66938, -1.50106], [-0.80018, -2.33222, -4.23340], [-1.17518, -3.83391, -3.37782], [0.43815, -3.57515, -4.04869], [0.86300, -0.69746, -3.30231], [2.05162, -1.95464, -2.97070], [1.50585, -0.89384, -1.66526], [0.05868, -4.38867, -1.20952], [1.04020, -3.14667, -0.40165], [1.62229, -3.92694, -1.87614], [4.97392, 0.98035, -2.71022], [5.18390, 1.55609, -1.31074], [3.98152, 2.15156, -0.74027], [3.66355, 3.53319, -1.11572], [2.50457, 3.64546, -2.10427], [3.15107, 1.46928, 0.07493], [3.45394, 0.02550, 0.36170], [2.11060, 2.02865, 0.60745], [5.86765, 0.43969, -3.02515], [4.78482, 1.77083, -3.43631], [4.12931, 0.28954, -2.72529], [5.94726, 2.33345, -1.34999], [5.55351, 0.78246, -0.64079], [4.56257, 3.95807, -1.55930], [3.45275, 4.12052, -0.21692], [2.72186, 3.08878, -3.01705], [2.35297, 4.69206, -2.36671], [1.57176, 3.26954, -1.68216], [4.24131, -0.05839, 1.11332], [3.78012, -0.50370, -0.53227], [2.56400, -0.45939, 0.74557], [2.04060, 3.00886, 0.35487], [-1.55606, -0.58994, 4.96482], [-2.23890, 0.68509, 4.82432], [-3.17497, 1.06320, 5.86413], [-1.92170, 1.52069, 3.84144], [-1.08969, 1.24191, 2.97411], [-2.21778, -1.29692, 5.46178], [-0.64048, -0.47989, 5.55082], [-1.28556, -0.97109, 3.98197], [-4.02859, 0.38286, 5.86716], [-3.52627, 2.07813, 5.68966], [-2.69290, 1.02278, 6.84222], [-2.44617, 2.48426, 3.83744]],
  "lowdin_charge": [-0.24, -0.08, -0.49, 0.16, 0.19, -0.14, 0.55, -0.95, 0.64, 0.04, -0.05, -0.09, -0.62, -0.10, -0.08, 0.66, 0.61, -0.62, -0.10, -0.12, -0.09, -0.62, -0.08, -0.12, -0.10, 0.09, 0.07, 0.07, 0.10, 0.01, 0.06, 0.09, 0.07, 0.07, 0.08, 0.09, 0.07, 0.04, 0.06, 0.09, 0.07, 0.09, 0.07, 0.07, 0.07, 0.09, 0.06, 0.09, 0.03, 0.07, 0.06, 0.09, -0.06, -0.21, -0.07, -0.18, -0.05, -0.38, -0.03, -0.03, 0.08, 0.07, 0.06, 0.12, 0.11, 0.12, 0.13, 0.07, 0.09, 0.04, 0.10, 0.08, 0.00, 0.01, -0.02, -0.16, -0.03, -0.27, -0.25, 0.09, 0.09, 0.08, 0.09, 0.10, 0.10, 0.06]
}